{"formula": "C66H144N8O14", "method": "wB97M-V/def2-TZVPD", "smiles": "CC1(C)CCCC(C)(C)N1O.CC1(C)CCCC(C)(C)N1O.CC1(C)CCCC(C)(C)N1O.CC1(C)CCCC(C)(C)N1O.CC1(C)CCCC(C)(C)N1O.COCCNCCOC.COCCNCCOC.COCCNCCOC.O=C1OCCO1", "energy_ev": -111349.7912, "species": ["C", "C", "O", "C", "O", "O", "H", "H", "H", "H", "C", "C", "C", "C", "C", "C", "N", "O", "C", "C", "C", "H", "H", "H", "H", "H", "H", "H", "H", "H", "H", "H", "H", "H", "H", "H", "H", "H", "H", "H", "C", "C", "C", "C", "C", "C", "N", "O", "C", "C", "C", "H", "H", "H", "H", "H", "H", "H", "H", "H", "H", "H", "H", "H", "H", "H", "H", "H", "H", "H", "C", "C", "C", "C", "C", "C", "N", "O", "C", "C", "C", "H", "H", "H", "H", "H", "H", "H", "H", "H", "H", "H", "H", "H", "H", "H", "H", "H", "H", "H", "C", "C", "C", "C", "C", "C", "N", "O", "C", "C", "C", "H", "H", "H", "H", "H", "H", "H", "H", "H", "H", "H", "H", "H", "H", "H", "H", "H", "H", "H", "C", "C", "C", "C", "C", "C", "N", "O", "C", "C", "C", "H", "H", "H", "H", "H", "H", "H", "H", "H", "H", "H", "H", "H", "H", "H", "H", "H", "H", "H", "C", "O", "C", "C", "N", "C", "C", "O", "C", "H", "H", "H", "H", "H", "H", "H", "H", "H", "H", "H", "H", "H", "H", "H", "C", "O", "C", "C", "N", "C", "C", "O", "C", "H", "H", "H", "H", "H", "H", "H", "H", "H", "H", "H", "H", "H", "H", "H", "C", "O", "C", "C", "N", "C", "C", "O", "C", "H", "H", "H", "H", "H", "H", "H", "H", "H", "H", "H", "H", "H", "H", "H"], "coordinates": [[-0.11221, 0.44588, -0.94054], [-0.79055, 0.60407, 0.44405], [0.05525, -0.18918, 1.29286], [1.05722, -0.75833, 0.54589], [1.84280, -1.51783, 1.06479], [1.05840, -0.34057, -0.71194], [0.18615, 1.36709, -1.43926], [-0.80825, -0.13089, -1.54958], [-1.80394, 0.20803, 0.50562], [-0.82039, 1.66479, 0.69268], [-3.34938, -4.53413, 6.87527], [-4.04743, -4.11889, 5.51737], [-4.82759, -2.82552, 5.79287], [-5.23650, -2.12194, 4.50180], [-4.01711, -1.77252, 3.55167], [-3.20310, -3.12266, 3.25995], [-2.99790, -3.86990, 4.49826], [-2.18835, -4.96278, 4.24605], [-3.98624, -3.91729, 2.19585], [-1.86203, -2.66909, 2.59783], [-4.98053, -5.30212, 5.09981], [-2.51520, -5.22933, 6.77539], [-4.03562, -4.93072, 7.62361], [-2.86297, -3.69336, 7.37247], [-5.77436, -3.10918, 6.25375], [-4.27478, -2.17471, 6.47005], [-5.60310, -1.18425, 4.92376], [-6.10258, -2.52193, 3.97448], [-3.44831, -1.11017, 4.20411], [-4.34791, -1.34751, 2.60465], [-4.06678, -3.45173, 1.21272], [-3.55594, -4.91034, 2.06525], [-5.04361, -4.01998, 2.44276], [-1.43942, -1.83746, 3.16276], [-1.06092, -3.40879, 2.61113], [-1.97656, -2.40128, 1.54748], [-5.70807, -5.55188, 5.87231], [-4.34027, -6.16849, 4.93188], [-5.52198, -5.14104, 4.16779], [-1.55491, -4.98240, 4.97059], [4.72745, 2.71714, 2.91838], [3.31484, 3.24167, 2.57282], [2.48476, 3.42097, 3.87617], [2.52856, 4.83860, 4.55076], [2.21769, 5.83264, 3.46040], [3.19296, 5.85831, 2.21842], [3.36711, 4.47252, 1.70593], [4.31663, 4.41288, 0.64033], [2.45686, 6.68832, 1.12243], [4.43381, 6.65436, 2.57979], [2.65870, 2.15272, 1.71449], [5.34565, 3.45660, 3.42964], [5.27691, 2.43311, 2.02114], [4.69387, 1.89631, 3.63504], [1.53325, 2.88765, 3.90039], [2.87310, 2.79250, 4.68051], [3.46842, 4.93971, 5.09495], [1.83197, 5.08587, 5.35303], [2.33857, 6.79977, 3.95029], [1.18284, 5.69217, 3.14907], [3.18161, 6.68694, 0.30829], [1.53116, 6.27041, 0.72647], [2.25089, 7.71641, 1.42081], [5.01729, 6.94896, 1.70595], [4.29291, 7.62729, 3.05164], [5.17030, 6.14200, 3.20022], [3.00849, 2.15405, 0.68108], [1.61663, 2.38900, 1.49235], [2.77551, 1.15560, 2.13866], [3.72527, 4.44281, -0.12034], [-2.80757, 6.22555, 1.45443], [-2.97474, 5.04291, 2.47926], [-3.99030, 5.50317, 3.56627], [-4.61440, 4.39803, 4.40854], [-5.09501, 3.33338, 3.50013], [-4.12784, 2.74347, 2.45853], [-3.45192, 3.84812, 1.74667], [-2.47765, 3.46245, 0.80613], [-3.07556, 1.79268, 3.15280], [-4.92158, 1.98460, 1.37116], [-1.56127, 4.75860, 3.27297], [-2.07270, 6.07425, 0.66447], [-2.63605, 7.09285, 2.09279], [-3.72789, 6.50500, 0.93983], [-3.54377, 6.24604, 4.22716], [-4.90025, 5.90536, 3.11822], [-5.53455, 4.75168, 4.87433], [-3.91024, 4.05772, 5.16853], [-5.90707, 3.75754, 2.90629], [-5.61917, 2.58182, 4.09187], [-3.57632, 0.92305, 3.57770], [-2.20519, 1.50662, 2.56289], [-2.62483, 2.29596, 4.00893], [-4.29063, 1.23221, 0.89867], [-5.84792, 1.55670, 1.75598], [-5.30766, 2.70113, 0.64552], [-0.82482, 4.19505, 2.70023], [-1.72618, 4.24527, 4.22072], [-1.05581, 5.66207, 3.61629], [-2.93574, 3.79141, 0.02825], [-5.09675, -2.72437, -5.63205], [-5.29025, -1.24160, -5.18107], [-5.58692, -1.26385, -3.66820], [-4.31404, -1.56951, -2.86579], [-3.34233, -0.45855, -2.97300], [-2.93243, -0.22984, -4.45221], [-4.15125, -0.36191, -5.32880], [-3.88074, -0.08884, -6.66752], [-2.42367, 1.20697, -4.51666], [-1.89551, -1.27788, -4.74588], [-6.63198, -0.78391, -5.92556], [-4.89997, -2.84830, -6.69741], [-6.01038, -3.22283, -5.30912], [-4.24672, -3.23797, -5.18143], [-5.88708, -0.26539, -3.34724], [-6.40786, -1.95157, -3.46508], [-3.83172, -2.47512, -3.23377], [-4.62893, -1.73518, -1.83479], [-2.46371, -0.90371, -2.50361], [-3.65093, 0.38368, -2.35333], [-2.41024, 1.50281, -5.56617], [-2.97859, 1.94708, -3.94126], [-1.37287, 1.25340, -4.22774], [-0.89383, -1.25109, -4.31458], [-2.23104, -2.31272, -4.68631], [-1.54649, -1.06685, -5.75895], [-6.56270, -0.65778, -7.00670], [-6.88274, 0.22160, -5.58545], [-7.51501, -1.41736, -5.84223], [-3.52750, -0.92415, -6.98982], [1.86050, 1.02702, -3.78907], [3.06142, 1.01776, -4.79591], [3.62516, -0.41805, -4.98773], [2.76447, -1.29099, -6.03710], [2.37768, -0.51348, -7.31433], [1.78958, 0.92165, -7.06457], [2.66514, 1.64669, -6.11495], [2.34722, 3.03190, -5.97280], [1.86217, 1.60499, -8.44552], [0.27594, 0.83376, -6.64121], [4.24346, 1.84691, -4.26707], [2.23551, 0.97626, -2.76621], [1.16775, 0.20243, -3.95840], [1.26619, 1.94127, -3.80612], [4.69907, -0.45752, -5.16796], [3.44886, -0.99791, -4.08095], [1.82895, -1.58018, -5.55618], [3.27553, -2.20682, -6.33384], [1.67266, -1.12823, -7.87373], [3.33631, -0.40124, -7.82194], [1.57098, 2.65150, -8.35228], [2.89045, 1.69301, -8.79842], [1.28964, 1.02480, -9.16849], [-0.39587, 0.49634, -7.42982], [0.21539, 0.15834, -5.78754], [-0.07544, 1.75511, -6.17617], [3.95242, 2.86613, -4.01264], [5.04785, 1.90780, -5.00077], [4.70227, 1.36801, -3.40160], [3.15807, 3.43743, -6.29032], [-1.97621, -9.89896, 5.80530], [-1.54206, -8.54585, 5.99821], [-0.18043, -8.27346, 5.89083], [0.13167, -7.09123, 6.81535], [0.14490, -5.85183, 6.05909], [0.39908, -4.63621, 6.87898], [0.42255, -3.47235, 5.91622], [1.64263, -3.60696, 5.20262], [1.85709, -2.51755, 4.32339], [-1.84785, -10.23808, 4.77626], [-3.02506, -9.94362, 6.09688], [-1.50086, -10.69827, 6.37676], [0.04381, -8.06196, 4.84398], [0.39299, -9.15849, 6.17181], [0.99327, -7.19048, 7.47799], [-0.71803, -7.11514, 7.49906], [0.95358, -5.88792, 5.45254], [1.35054, -4.66555, 7.41237], [-0.40320, -4.52406, 7.60878], [0.44100, -2.53608, 6.47733], [-0.53211, -3.46194, 5.38855], [2.62770, -2.66994, 3.56660], [2.22272, -1.60577, 4.79813], [1.00575, -2.33469, 3.66669], [-1.61191, -3.95810, -2.08068], [-0.50030, -3.87792, -2.99298], [0.73336, -3.57538, -2.31337], [2.00619, -4.04233, -2.99440], [2.10540, -5.50998, -2.91804], [3.30601, -6.13156, -3.47971], [3.21199, -7.67133, -3.49590], [2.15683, -8.07891, -4.37856], [1.96121, -9.46596, -4.22591], [-1.48691, -4.79478, -1.39292], [-2.50768, -4.16543, -2.66661], [-1.86070, -3.02224, -1.57809], [0.68720, -3.91579, -1.27828], [0.92218, -2.50094, -2.26243], [2.82921, -3.53429, -2.49177], [1.99023, -3.77447, -4.05272], [1.30898, -5.91169, -3.39338], [4.21024, -5.90923, -2.91150], [3.55626, -5.81905, -4.49591], [2.96278, -8.04150, -2.50028], [4.20365, -8.05962, -3.73306], [2.74646, -10.10758, -4.62983], [1.00354, -9.77532, -4.64388], [1.95498, -9.82109, -3.19354], [9.15697, 4.72099, -0.99847], [8.31562, 5.75608, -1.51124], [7.70188, 6.47894, -0.48036], [6.70309, 7.53374, -1.04210], [5.38459, 6.99984, -1.41798], [5.36380, 5.86347, -2.40902], [3.88360, 5.64629, -2.76042], [3.09388, 5.19234, -1.63389], [1.76081, 4.78009, -2.02830], [9.57439, 4.14704, -1.82555], [8.62458, 4.05107, -0.32261], [10.02258, 5.17783, -0.51631], [8.46184, 6.95559, 0.14130], [7.10269, 5.80803, 0.13885], [7.06732, 7.90246, -2.00212], [6.58411, 8.35964, -0.34128], [5.16229, 6.46085, -0.58957], [5.91883, 4.96466, -2.13807], [5.82966, 6.18284, -3.34241], [3.81092, 5.10414, -3.70418], [3.50186, 6.64364, -2.98442], [1.09286, 5.63163, -1.88948], [1.41913, 3.97563, -1.37730], [1.60038, 4.51033, -3.07260]], "atomic_forces_ev_per_a": [[-1.011, -0.376, -0.071], [0.776, 0.238, -0.464], [0.161, 0.213, -0.818], [0.706, -0.788, 2.520], [-0.762, 0.846, -1.147], [-0.215, 0.036, -0.054], [-0.128, -0.023, 0.151], [0.356, 0.112, -0.501], [0.049, -0.066, -0.204], [0.166, -0.163, 0.626], [0.387, 0.443, -0.382], [0.131, -1.042, 0.558], [-0.272, -1.230, -1.276], [0.579, 1.698, -0.281], [-0.741, -2.645, 1.855], [-0.643, 1.517, -1.214], [0.198, 2.060, 0.858], [-0.295, -1.034, -0.357], [-0.626, -0.318, -0.029], [0.300, -0.334, 0.977], [0.498, 0.206, -0.028], [-0.347, -0.472, -0.370], [-0.265, -0.149, -0.307], [-0.176, 0.490, -0.239], [0.142, -0.026, 0.480], [0.064, 0.114, -0.198], [-0.246, 0.450, -0.522], [0.213, -0.581, 0.077], [0.538, 0.163, -0.638], [0.184, 0.250, 0.138], [0.628, 0.327, -0.035], [-0.012, -0.028, 0.026], [0.024, -0.252, 0.430], [-0.117, 0.275, -0.137], [-0.309, -0.435, 0.067], [-0.332, 0.236, 0.097], [0.066, 0.091, 0.128], [-0.034, -0.094, 0.059], [0.017, 0.277, 0.068], [0.505, -0.391, 0.059], [0.347, 0.553, 0.319], [0.686, -0.103, -0.514], [0.256, 0.046, 2.165], [-0.328, -0.977, -1.116], [1.484, 0.619, -0.035], [-2.046, 0.069, 0.685], [-0.949, 0.667, 0.968], [-0.132, -0.260, 1.180], [0.996, -0.411, -0.268], [1.661, 0.088, -0.176], [-0.544, 0.283, -0.750], [-0.119, 0.387, -0.061], [-0.130, -0.124, 0.009], [-0.244, -0.299, -0.311], [-0.738, 0.930, -1.033], [1.025, -0.349, -0.309], [0.489, 0.325, -0.662], [-0.564, -0.922, -0.019], [-0.409, 0.430, -0.458], [0.067, 0.011, -0.137], [-0.330, 0.461, -0.319], [-0.009, -0.380, 0.356], [0.196, 0.004, 0.211], [-0.090, -0.324, -0.412], [-0.766, -0.136, 0.211], [-0.245, -0.373, 0.205], [0.939, -0.132, 0.151], [-0.402, -0.053, 0.779], [-0.153, 0.006, 0.012], [0.192, 0.099, -0.564], [-0.444, -0.329, 1.032], [1.482, -0.084, 0.635], [-0.688, -0.407, -0.243], [0.928, 0.294, 0.124], [-0.741, -0.778, -1.120], [1.601, -0.999, 0.005], [-1.165, 1.765, 1.491], [-0.336, -0.385, -0.023], [-0.572, 0.696, 0.529], [-0.223, 0.306, 0.407], [-1.051, 0.421, -0.417], [0.381, 0.025, 0.460], [0.715, 0.188, -0.319], [-0.383, -0.560, 0.100], [0.131, 0.182, -0.304], [0.366, 0.664, -0.583], [0.341, 0.362, 0.494], [-0.136, -0.259, 0.125], [-0.133, 0.266, -0.157], [0.392, -0.595, -0.194], [0.032, -0.126, -0.316], [-0.409, -0.112, -0.441], [-0.162, 0.195, 0.094], [-0.219, -0.030, -0.139], [0.276, -0.515, 0.340], [0.378, 0.073, -0.229], [-0.238, -0.071, -0.225], [-0.311, -0.348, -0.179], [-0.233, 0.433, -0.440], [0.447, -0.222, -0.520], [0.542, 0.307, 0.194], [-1.221, -1.333, 0.358], [0.554, 0.153, -0.149], [-1.776, -0.841, -0.098], [0.641, -0.778, 0.182], [-1.608, 0.351, 2.007], [-0.322, 1.412, 0.492], [0.352, -0.245, -0.191], [0.768, -0.067, -1.311], [1.220, -0.161, -2.103], [1.134, 1.230, -0.151], [-0.527, 0.177, -0.192], [0.087, -0.342, -0.432], [-0.021, 0.134, 0.402], [-0.324, 0.113, -0.152], [0.076, -0.080, 0.049], [-0.227, -0.180, 0.142], [0.266, -0.128, 0.177], [0.394, 0.585, 0.204], [-0.091, 0.409, -0.534], [-0.125, 0.247, -0.005], [-0.267, -0.332, -0.011], [0.035, -0.084, 0.346], [-0.341, 0.403, 1.156], [-0.178, 0.144, 0.023], [-0.431, -0.511, -0.610], [0.711, -0.166, -0.079], [-0.144, -0.005, 0.263], [0.354, -0.363, 0.781], [0.259, -0.135, -0.587], [0.603, 0.073, 0.046], [-0.409, 0.657, -0.272], [-2.078, -1.326, -1.176], [-0.008, 1.520, 0.385], [0.830, 0.441, 1.601], [-0.592, -0.242, -0.651], [1.035, -1.521, -0.190], [-0.360, -0.770, 0.183], [0.523, 0.567, 0.682], [1.213, -0.048, 1.033], [-0.091, 0.139, 0.126], [0.115, -0.341, 0.051], [0.138, -0.144, 0.040], [0.175, 0.214, -0.456], [-0.104, 0.285, -0.393], [0.277, 0.393, 0.446], [0.038, -0.162, 0.330], [0.136, 0.014, 0.213], [0.045, 0.247, -0.307], [-0.245, 0.161, -0.623], [-0.685, -0.132, -0.227], [0.179, -0.442, 0.054], [-0.161, 0.318, -0.019], [0.123, 0.100, -0.048], [-0.104, -0.392, -0.282], [0.044, 0.368, -0.600], [-0.047, -0.077, 0.176], [-0.162, -0.044, -0.290], [-0.262, 0.019, 0.224], [-0.017, 0.208, -0.081], [-0.023, 0.326, -0.308], [-1.343, -1.204, 0.468], [0.782, -0.366, 0.126], [-0.790, -0.137, 0.018], [0.349, 0.780, 0.664], [-0.486, -0.550, -0.493], [0.487, 0.166, 1.429], [-0.408, 0.384, -0.806], [0.304, 0.258, -1.156], [-0.208, 0.305, -0.319], [-0.015, 0.229, -0.274], [0.650, 0.485, 0.614], [0.289, 0.252, -0.100], [0.184, -0.097, 0.145], [0.492, -0.348, -0.300], [-0.132, 0.399, 0.078], [-0.030, -0.070, -0.470], [0.142, -0.156, 0.138], [-0.071, 0.018, 0.000], [0.084, 0.232, 0.152], [0.341, 0.060, -0.926], [0.295, -0.967, 0.329], [-0.556, 0.126, 0.590], [-0.412, 0.264, 0.437], [0.100, -0.293, -1.029], [0.240, 0.044, 0.754], [0.090, 0.788, 0.006], [-0.850, -1.702, -0.402], [0.756, -0.194, 0.294], [-0.093, -0.703, 0.011], [-0.679, 1.271, 0.236], [0.899, -0.528, 0.534], [-0.358, -0.866, 0.124], [0.136, 0.195, 0.293], [0.165, -0.195, -0.270], [0.533, 0.174, 0.319], [0.096, -0.324, 0.007], [-0.722, 0.470, 0.067], [0.149, -0.238, 0.012], [0.065, 0.621, -0.157], [-0.164, 0.023, -0.022], [-0.157, 0.271, 0.410], [-0.227, 0.209, -0.389], [-0.006, 0.106, 0.233], [-0.051, -0.302, -0.540], [0.276, 0.352, -0.688], [0.072, 0.284, -0.259], [-0.246, 0.580, 0.498], [0.161, 0.607, -0.494], [0.247, -0.710, -0.331], [-0.872, 0.811, -0.100], [0.631, -0.954, -1.444], [0.397, -1.705, 0.714], [-0.591, 1.209, -0.208], [0.374, 1.152, 0.536], [-0.223, -1.361, -1.864], [-0.033, 0.944, 0.509], [-0.356, 0.038, -0.167], [-0.057, 0.038, 0.120], [-0.010, -0.027, 0.449], [0.103, 0.138, 0.173], [0.036, -0.241, 0.364], [0.653, 0.431, 0.236], [-0.101, -0.071, -0.007], [-0.919, 0.271, 0.553], [-0.212, -0.114, 0.454], [0.063, 0.238, -0.078], [-0.377, -0.852, 0.376], [0.001, 0.185, -0.155], [-0.107, 0.119, 0.240], [0.209, -0.042, 0.026], [0.761, -0.313, -0.118]], "mulliken_charge": [1.071, 0.618, 0.079, 0.347, -0.612, -0.024, 0.201, -0.968, 0.091, -0.638, -1.416, 1.373, -1.255, -0.813, -1.265, 1.333, 1.222, -0.536, -1.833, -1.826, -1.793, 0.020, 0.525, 0.345, 0.421, 0.339, 0.372, 0.373, 0.472, 0.479, 0.169, 0.375, 0.384, 0.374, 0.786, -0.010, 0.476, 0.337, 0.305, 0.021, -2.037, 2.264, -1.423, -0.822, -1.271, 1.718, 0.517, -0.068, -1.579, -1.409, -2.579, 0.436, 0.332, 0.436, 0.432, 0.464, 0.364, 0.504, 0.559, 0.091, 0.339, 0.166, 0.430, -0.022, 0.398, 0.339, 0.489, 0.249, 0.600, 0.336, -2.029, 1.578, -1.414, -0.589, -1.594, 2.395, -0.028, -0.046, -1.686, -1.966, -1.595, 0.300, 0.439, 0.479, 0.429, 0.379, 0.425, 0.352, 0.458, 0.436, 0.153, 0.436, 0.358, 0.127, 0.381, 0.531, 0.311, 0.249, 0.523, 0.256, -1.591, 1.100, -1.274, -0.222, 0.290, 2.936, 0.222, -0.463, -1.794, -1.542, -1.841, 0.441, 0.455, 0.257, 0.306, 0.551, -0.394, 0.302, -1.501, 0.644, 0.512, 0.364, 0.109, -0.075, 0.216, 0.493, 0.356, 0.433, 0.358, 0.377, -0.861, 2.073, -1.334, 0.107, -1.525, 1.635, 0.270, -0.466, -2.072, -1.175, -2.340, 0.586, -0.441, 0.223, 0.509, 0.225, -0.395, 0.587, 0.421, 0.405, 0.397, 0.485, 0.409, 0.583, -0.373, 0.392, 0.205, 0.560, 0.460, 0.363, -0.893, -0.237, -0.691, -0.853, -0.080, -1.057, 0.415, -0.396, -0.693, 0.337, 0.259, 0.339, 0.340, 0.469, 0.482, 0.375, 0.181, 0.461, 0.470, 0.455, -0.305, 0.356, 0.345, 0.096, -0.670, -0.385, -0.191, -1.075, -0.243, -0.731, -0.631, -0.296, -0.782, 0.550, 0.327, 0.000, 0.526, 0.025, 0.460, 0.428, 0.312, 0.390, 0.301, 0.362, 0.417, 0.311, 0.269, 0.327, -0.719, -0.358, -0.213, -1.072, -0.234, -0.528, -0.806, -0.400, -0.871, 0.252, 0.269, 0.320, 0.581, 0.160, 0.480, 0.365, -0.145, 0.242, 0.629, 0.409, 0.379, 0.352, 0.152, 0.426]}